62
Properties=species:S:1:pos:R:3:forces:R:3 method="wB97M-V/def2-TZVPD" e_above_lowest_kj_mol=304.2 gap_ha=0.3317 total_energy_ev=-43665.221 total_charge=-1
O -1.1119 -4.2490 -0.7539 -0.45 0.47 -0.38
H -1.1300 -4.0648 -1.7013 0.34 -0.21 -0.08
H -1.8285 -3.6484 -0.4946 0.07 -0.11 0.53
O -0.5877 -0.6403 -5.0552 0.08 -0.07 -0.16
H -3.3648 -1.6678 -0.4037 -0.24 0.16 -0.05
H 0.2609 -0.4519 -5.4664 0.03 0.04 0.01
O 0.9093 -3.1249 3.8314 1.67 -0.17 0.69
H 2.2056 1.9234 2.6629 0.20 -0.93 -1.00
H 0.7591 -3.0326 2.8850 -0.85 0.05 0.12
O 2.9738 1.4115 2.3611 1.58 0.24 1.43
H -1.8557 1.8916 0.3459 1.04 0.12 0.62
H 0.3312 0.7559 -3.0983 0.06 -0.26 1.07
O 1.3243 -2.0685 -2.9631 -0.87 0.29 0.52
H 1.1951 -2.8169 -3.5463 0.85 -0.01 -0.21
H 2.2275 -1.7554 -2.8733 0.20 -0.31 -0.36
O 2.5709 2.9231 -2.0416 -0.70 0.23 -0.12
H 3.3502 -1.1168 -0.1575 -0.52 -0.07 -0.08
H 2.2581 3.6851 -2.5456 0.44 0.11 -0.01
O 3.7473 -1.7573 -0.7505 0.96 -0.22 -0.40
H 0.2174 -3.2273 4.4760 -0.93 0.01 -0.80
H -0.7991 0.1589 -4.5576 -0.17 0.16 -0.07
O 1.0177 -2.8438 0.7649 -0.13 -0.62 0.15
H 2.7442 0.6867 1.7824 -0.83 0.07 0.11
H 1.7010 2.4962 -1.9301 0.36 -0.31 0.04
O -2.3911 -2.8553 3.3342 0.28 -0.28 -0.89
H 0.4296 -3.2515 0.1177 -0.19 -0.08 -0.11
H -2.9754 -2.9536 2.5717 -0.64 0.16 0.29
O 0.0461 1.6538 -2.9401 0.09 0.96 -1.51
H 3.0630 -2.3553 -1.0561 -0.39 0.08 0.44
H -0.3340 1.9987 -2.0511 0.30 -1.07 0.87
O -0.4889 2.4209 4.2314 0.72 -0.87 -0.50
H 0.5492 2.2034 0.5078 -0.52 1.09 0.17
H -0.0604 1.6469 4.6255 -0.29 0.18 0.72
O 1.8409 5.1967 1.8577 0.56 -0.95 0.64
H 1.5954 4.7016 2.6570 -0.52 0.58 0.09
H 2.6447 4.6806 1.6745 0.06 0.46 -0.58
O -2.1354 1.4320 1.1783 -0.97 -0.79 -0.26
H -1.6335 1.6976 1.9467 0.13 0.36 -0.25
H -1.5778 -2.8460 2.8095 0.42 0.17 0.59
O -4.3176 0.1075 2.0377 -0.97 -1.10 1.11
H -3.5196 0.0248 1.5043 0.02 0.94 -0.26
H -4.9996 0.6635 1.6655 0.52 0.34 -0.48
O -2.5313 2.2363 -3.7796 0.26 0.31 -0.34
H -1.6352 2.3993 -4.1116 -0.09 -0.29 -0.29
H -2.3400 2.4581 -2.8680 -0.41 -0.15 0.65
O -0.7168 2.5448 -0.6686 -0.47 -0.26 -1.39
H -1.2489 3.2394 -1.0681 0.16 0.43 0.36
O -1.5033 -1.4660 -2.4485 -0.79 -0.83 1.13
H -1.7671 -0.5490 -2.5455 0.43 0.11 -0.52
H -0.7853 -1.7359 -3.0258 0.13 0.92 -0.25
O 2.7121 -1.7009 2.3183 1.81 0.33 -0.31
H 2.9793 -2.4994 1.8554 -0.95 -0.71 -0.35
H 3.6285 -1.3958 2.4267 -0.40 0.78 0.62
O 1.3068 -0.2215 -0.4162 -0.48 0.36 0.06
H 0.3414 -0.2801 -0.4829 0.01 -0.14 -0.17
H 1.4165 0.6925 -0.1191 0.36 -0.05 0.00
O 1.1118 2.5594 1.2259 -0.51 -0.19 0.16
H 1.2126 -1.9543 0.4569 -0.02 0.37 0.03
H 1.0435 3.5218 1.1576 -0.23 -0.14 -0.49
O -3.4887 -1.9628 0.5024 0.50 -0.81 -0.05
H -4.3623 -1.7135 0.8229 0.04 0.36 -0.14
H -0.2249 2.1945 3.3252 -0.19 0.74 -0.37